# 1
C37H49N8NaS2Se2Si4Te | ωB97M-V with the def2-TZVPD basis set

Output
HOMO	-5.6	eV
total charge	0
relative energy (zero: lowest compared OMol25 entry of this formula, charge and spin)	43.2	kcal/mol
energy	-246674.1522	eV

Each line ends with the Mulliken charge.
Positions of all 104 atoms, in Å:
H: 3.448 3.510 3.046  0.51
C: 5.825 0.134 -1.949  -0.90
H: 0.534 4.288 0.433  0.20
N: -2.133 -4.279 1.980  0.40
H: -0.289 4.974 -0.975  0.44
C: -5.443 1.233 0.295  0.80
Na: -1.689 -1.384 -0.676  1.00
H: -0.401 3.236 -0.633  0.01
H: 0.293 -6.115 -2.577  0.49
C: -3.326 -3.843 1.502  -0.44
N: -1.884 0.694 1.142  0.67
C: 0.266 4.103 -0.611  -0.71
C: 1.609 -1.564 1.210  -0.89
C: 0.586 -3.382 -1.633  -0.29
H: -3.861 -2.660 -3.920  0.26
H: 0.044 0.740 1.828  0.00
H: 1.877 -2.529 1.645  0.41
Se: -4.110 -4.244 -0.091  -0.24
S: -1.945 -5.774 -3.531  -0.28
C: -3.088 1.282 1.152  -0.93
N: -5.016 4.074 2.579  -0.86
N: -1.688 -3.419 -2.604  -0.10
H: 2.179 2.310 2.757  0.12
H: -0.250 2.770 3.218  0.44
C: -0.919 1.232 1.873  0.14
Si: 1.781 3.792 -1.681  0.22
C: -6.087 -0.447 -1.274  -1.06
H: -2.506 3.881 3.238  0.53
C: 5.389 3.318 0.615  -1.05
H: -1.059 -6.071 1.835  0.36
C: 1.188 3.596 -3.452  -0.99
H: -3.898 -1.584 4.964  0.44
C: 2.903 5.299 -1.571  -1.08
C: -0.492 -5.389 -2.708  -0.46
N: -6.902 2.976 1.171  -0.87
H: 3.140 5.534 -0.528  0.28
H: 3.846 5.127 -2.097  0.29
C: 1.874 -3.517 -2.023  -0.39
C: -0.910 -3.197 5.320  -0.74
C: 2.846 3.027 2.270  -1.08
C: -1.895 -3.734 3.239  0.82
H: 5.962 3.552 1.517  0.44
H: -4.716 -2.547 2.325  0.26
Se: -6.739 4.370 2.261  0.22
C: -0.841 -3.894 4.121  -0.55
H: -0.106 -3.294 6.037  0.41
C: 3.613 0.335 -4.063  -0.90
C: -2.518 -4.169 -3.257  0.64
N: -3.832 -3.008 2.448  0.13
H: 2.229 3.795 1.796  0.21
H: 2.268 -4.125 -2.822  0.47
H: 4.295 0.139 -4.897  0.36
C: -3.865 -3.735 -3.744  -1.09
C: -2.980 -2.917 3.542  0.22
H: 2.400 -0.847 1.423  -0.14
H: 0.677 -1.229 1.668  0.14
C: -4.782 -0.925 -1.200  -0.40
Si: 3.954 2.166 1.014  0.67
H: -2.014 -1.842 6.563  0.41
H: 5.787 3.358 -2.563  0.30
H: 6.384 0.652 -1.163  0.25
H: 2.425 6.179 -2.012  0.40
H: -0.002 -4.536 3.887  0.45
C: 5.306 2.779 -3.357  -1.03
H: -0.257 -4.639 1.130  0.23
C: -4.682 3.016 1.894  1.02
H: 3.216 -0.619 -3.706  0.14
H: 2.025 3.451 -4.141  0.21
C: -2.311 2.986 2.660  -0.73
Si: 2.901 1.828 -1.046  0.52
H: 0.535 2.723 -3.537  0.25
Te: 0.914 0.286 -1.223  -0.57
H: -4.130 -4.247 -4.667  0.48
H: -1.638 -5.381 0.302  0.22
C: -1.081 2.378 2.649  -0.96
H: 5.072 -0.065 1.092  0.32
S: 2.907 -2.487 -1.051  -0.30
H: -4.484 -1.788 -1.781  0.61
N: 0.289 -2.505 -0.631  -0.13
H: -4.630 -3.967 -2.999  0.18
H: 0.627 4.477 -3.780  0.39
C: -3.343 2.433 1.904  0.84
H: -6.809 -0.934 -1.915  0.48
H: 2.771 0.922 -4.438  0.25
C: -5.729 2.409 1.110  0.84
C: -4.157 0.685 0.312  -0.87
H: 6.535 -0.170 -2.723  0.38
C: -1.996 -2.373 5.620  -0.55
C: 4.681 0.638 1.833  -1.29
H: 6.072 2.517 -4.093  0.40
C: -3.054 -2.220 4.734  -0.86
H: 4.576 3.430 -3.847  0.24
Si: 4.484 1.230 -2.672  0.43
H: 5.037 4.258 0.182  0.24
C: 1.409 -1.742 -0.284  0.49
C: -0.518 -4.096 -2.297  -0.30
H: 6.071 2.857 -0.106  0.21
H: -7.413 1.074 -0.527  0.53
H: 5.389 -0.770 -1.516  0.14
C: -1.210 -5.149 1.273  -0.92
H: 3.941 0.109 2.435  0.37
C: -6.418 0.647 -0.513  -0.61
N: -3.844 -0.385 -0.434  -0.05
H: 5.505 0.926 2.492  0.42

Force components x, y, z for each atom (eV/Å):
-0.01 -0.05 0.00
0.02 -0.04 0.12
-0.03 0.00 -0.05
0.00 -0.04 -0.04
0.05 -0.02 -0.01
-0.02 0.01 0.03
-0.20 -0.07 0.02
0.01 0.04 0.00
0.00 0.06 0.02
0.28 0.14 0.19
-0.18 -0.12 0.02
-0.04 -0.06 0.11
-0.08 0.21 -0.09
-0.13 0.17 -0.14
0.03 -0.02 -0.02
0.01 0.01 -0.05
0.01 -0.01 -0.01
-0.15 -0.08 0.01
-0.01 0.10 0.03
0.08 0.00 -0.03
0.05 -0.01 0.03
0.08 0.20 0.12
0.01 0.03 -0.03
-0.01 -0.01 -0.02
0.02 -0.02 0.00
0.03 0.13 -0.06
0.00 -0.03 -0.03
0.02 -0.02 0.00
0.02 0.07 -0.11
-0.05 0.00 0.03
0.04 -0.09 -0.08
0.02 -0.01 0.01
0.08 0.03 0.03
-0.06 -0.14 -0.05
0.00 -0.03 -0.04
-0.01 0.00 -0.06
-0.04 0.03 0.02
0.20 0.03 -0.04
-0.01 0.00 -0.03
-0.11 0.03 -0.01
0.01 -0.06 -0.14
-0.03 -0.02 -0.01
-0.01 -0.02 -0.02
-0.21 0.23 0.10
0.07 -0.01 0.02
0.00 -0.01 -0.01
-0.07 -0.08 -0.04
0.05 -0.12 -0.10
-0.02 0.03 0.09
0.04 -0.01 0.05
-0.07 0.07 -0.02
0.00 0.02 0.04
0.07 -0.04 0.10
-0.09 0.02 -0.11
-0.04 0.02 0.02
0.01 0.01 -0.01
0.05 0.02 0.00
0.08 0.07 0.12
-0.01 -0.01 -0.01
-0.01 -0.01 -0.06
-0.01 -0.04 -0.04
0.00 -0.04 0.02
-0.01 0.03 -0.01
0.00 0.11 0.06
-0.03 0.07 -0.04
0.09 -0.12 -0.05
-0.01 0.05 -0.02
-0.05 0.02 0.02
-0.09 0.09 0.04
-0.33 -0.08 -0.03
0.02 0.03 -0.02
0.37 0.60 -0.16
-0.01 0.03 -0.02
-0.01 0.02 -0.01
0.03 -0.03 0.00
0.00 0.02 0.06
-0.23 -0.03 0.22
0.01 0.01 0.03
0.28 -0.22 0.30
0.00 0.01 0.00
0.03 -0.01 0.03
-0.08 0.02 0.00
0.02 0.01 0.01
0.03 -0.04 0.00
0.10 -0.09 -0.06
0.04 -0.05 -0.02
-0.02 0.02 0.01
-0.01 0.01 -0.03
0.02 -0.12 -0.10
-0.03 0.00 0.02
-0.02 0.05 0.02
0.04 -0.03 0.01
0.04 0.00 -0.11
0.04 -0.04 0.02
0.22 -1.01 -0.01
-0.11 0.09 -0.03
-0.01 0.03 0.05
0.02 -0.01 0.00
0.02 0.02 -0.03
0.09 -0.04 0.05
0.03 0.01 0.01
-0.07 0.10 0.06
-0.10 0.02 -0.07
-0.03 0.01 -0.01



# 2
C37H49NO3PRuS2Si2Te | ωB97M-V with the def2-TZVPD basis set

Output
HOMO (spin up / spin down)	-1.0 / -1.2	eV
total charge	-2
2S+1	2
energy	-103392.0298	eV

Each line ends with the Löwdin spin population.
Positions of all 97 atoms, in Å:
C: 1.117 -3.830 -3.347  0.00
H: -3.770 6.589 2.923  0.00
H: -1.957 2.001 -1.604  0.00
H: 0.739 -1.793 1.954  0.00
O: -2.353 3.958 -1.038  0.00
Si: 1.695 1.187 1.301  0.03
C: 2.485 2.515 0.207  0.00
C: 0.045 -4.638 -2.666  0.00
C: 1.387 -2.492 -2.982  0.00
H: -2.022 6.261 0.430  0.00
H: -2.062 6.127 2.916  0.00
C: 0.617 -3.482 3.287  0.00
O: -3.108 -1.212 1.332  0.01
H: 2.894 -0.422 -0.254  0.00
H: 3.774 -0.146 1.251  0.00
H: -0.955 0.063 5.841  0.00
Si: -0.301 1.196 3.738  0.00
H: 1.415 1.223 6.290  0.00
C: -0.958 -0.227 4.783  0.00
C: -1.754 3.020 -1.944  0.00
C: -1.494 -1.564 -2.286  0.00
C: -4.043 -1.529 -3.434  0.00
H: -3.740 6.682 0.415  0.00
C: -2.345 3.268 -3.311  0.00
C: 2.082 1.355 5.442  0.00
H: -1.904 2.588 -4.041  0.00
H: 1.691 -3.580 3.394  0.00
H: 2.374 2.252 -0.851  0.00
H: 3.811 1.594 6.696  0.00
H: 3.960 -1.952 -5.149  0.00
H: -2.158 4.295 -3.635  0.00
S: -3.066 1.896 0.935  0.04
H: -2.031 2.823 4.578  0.00
Ru: -0.688 1.177 1.465  0.49
O: -3.358 4.778 1.024  0.00
H: -2.292 -4.843 4.365  0.00
H: 3.557 2.578 0.427  0.00
H: 4.147 -5.397 -5.718  0.00
C: -2.126 -3.189 3.003  0.00
H: 2.197 0.057 -2.602  0.00
H: -0.083 0.539 -3.550  0.00
H: -3.146 -0.340 -4.975  0.00
H: 2.417 -1.264 1.216  0.00
H: -2.404 -2.757 -0.759  0.00
C: -0.938 2.769 4.580  0.00
C: 4.296 1.747 4.602  0.00
C: -2.828 6.688 2.381  0.00
C: 3.677 -4.485 -6.092  0.00
C: 2.833 -0.408 -3.352  0.00
C: -0.599 -0.158 -4.215  0.00
S: -0.472 3.898 1.214  0.00
C: -1.617 -4.185 3.829  0.00
C: 3.431 1.566 5.680  0.00
C: -0.242 -4.335 3.966  0.00
H: 0.047 -5.666 -3.034  0.00
C: -2.982 -0.879 -4.047  0.00
H: 0.160 -5.112 4.608  0.00
C: 0.095 -2.488 2.466  0.00
H: -4.647 -2.706 -1.739  0.00
H: -3.423 3.103 -3.291  0.00
P: -2.307 3.647 0.549  0.00
H: 5.354 1.921 4.775  0.00
C: -2.561 -2.225 -1.686  0.00
H: -1.981 -0.491 4.501  0.00
H: -0.346 -1.123 4.661  0.00
C: 1.562 1.319 4.138  0.00
H: -0.586 2.776 5.619  0.00
C: -3.831 -2.207 -2.245  0.00
H: -2.544 7.744 2.364  0.00
H: 3.041 -4.772 -6.934  0.00
H: -0.944 -4.216 -2.837  0.00
Te: 0.364 -1.526 -1.269  0.01
C: -1.703 -0.879 -3.492  0.00
H: -0.559 3.654 4.070  0.00
N: -0.982 -0.524 0.649  0.36
H: 3.863 -0.362 -2.991  0.00
C: 2.431 -1.835 -3.645  0.00
H: 1.627 -5.478 -4.610  0.00
C: -1.877 -1.261 1.367  0.04
C: 3.798 1.690 3.310  0.00
C: -1.273 -2.339 2.316  0.01
C: 2.886 -3.791 -5.014  0.00
C: -2.965 6.151 0.974  0.00
H: 0.189 -4.648 -1.584  0.00
C: 2.779 -0.315 0.827  0.01
H: 4.465 -3.835 -6.477  0.00
C: 3.159 -2.489 -4.647  0.00
H: -0.671 3.171 -1.937  0.00
H: 2.780 0.198 -4.261  0.00
C: 1.857 -4.448 -4.347  0.00
H: -3.193 -3.043 2.878  0.00
H: 4.491 1.807 2.480  0.00
H: 0.155 -0.856 -4.582  0.00
H: 2.038 3.498 0.349  0.00
H: -5.031 -1.492 -3.878  0.00
H: -0.998 0.395 -5.067  0.00
C: 2.436 1.468 3.052  0.00

Force components x, y, z for each atom (eV/Å):
0.03 0.05 0.02
-0.01 -0.01 -0.01
-0.03 -0.01 0.00
0.01 0.04 -0.04
-0.08 0.03 -0.22
-0.44 -0.09 0.74
0.16 0.10 -0.20
0.01 0.01 0.08
0.05 -0.05 0.02
0.00 -0.01 0.01
0.01 -0.01 -0.02
-0.12 0.11 -0.12
-0.01 0.01 -0.27
0.02 0.00 -0.05
0.01 -0.01 -0.03
0.00 -0.06 0.02
0.13 -0.04 -0.69
-0.02 0.00 0.00
-0.10 -0.13 0.23
0.11 0.12 0.07
-0.04 0.08 -0.07
0.01 0.02 0.00
0.01 0.01 0.00
-0.03 0.01 -0.05
-0.04 0.03 -0.11
0.02 -0.04 -0.01
0.01 0.00 0.02
0.00 -0.01 0.00
0.01 0.00 0.00
0.00 0.01 0.01
0.01 0.00 0.01
-0.47 -0.41 0.26
0.00 -0.02 -0.02
1.01 0.83 -1.40
0.19 0.24 -0.01
0.00 0.00 0.01
0.02 0.02 -0.07
0.00 0.01 0.01
-0.09 -0.16 0.08
0.02 -0.03 -0.02
-0.03 -0.01 0.01
-0.01 -0.01 0.00
0.03 -0.10 0.04
0.00 0.02 0.08
-0.19 0.03 0.30
-0.05 -0.01 0.05
0.02 0.04 0.06
0.01 -0.02 -0.03
0.01 0.07 0.01
0.01 0.07 0.05
0.14 -0.26 0.35
-0.02 0.11 -0.08
0.04 0.01 -0.05
0.02 -0.05 0.06
0.01 0.00 0.01
0.02 0.01 0.00
-0.01 0.00 0.01
0.18 -0.16 0.10
0.00 0.00 0.01
0.00 -0.01 0.00
-0.36 -0.08 -0.08
0.00 0.00 0.01
-0.02 -0.02 -0.01
-0.01 0.05 0.02
-0.03 0.05 0.08
0.16 0.01 0.24
-0.06 0.09 0.02
0.04 0.00 -0.01
-0.01 0.00 -0.01
-0.01 0.01 0.01
-0.08 0.07 -0.03
0.02 -0.20 -0.16
-0.04 -0.08 -0.03
0.05 0.02 0.02
-0.79 -0.36 0.98
0.00 -0.01 0.01
0.03 0.03 -0.04
0.00 -0.01 0.00
0.51 -0.38 0.57
-0.09 -0.03 -0.01
-0.19 0.38 -0.57
-0.02 -0.03 0.00
-0.01 0.00 -0.01
0.01 0.02 -0.02
0.12 -0.03 -0.18
0.00 0.00 0.00
-0.02 0.04 0.02
0.00 -0.01 0.01
0.02 -0.02 -0.02
-0.01 0.00 -0.04
0.03 -0.01 0.00
0.00 0.02 -0.01
-0.02 0.00 -0.01
0.04 0.02 0.03
0.00 0.00 -0.01
-0.01 0.03 0.00
0.19 0.10 0.09